Density functional theory data (wB97M-V/def2-TZVPD) for a cluster of 3 separate species, C9H29BN3O9P2 in total in a non-equilibrium geometry.

Its net charge is -1. The calculation puts the total energy at -51954.3283 eV. The relative energy (zero: lowest compared OMol25 entry of this formula, charge and spin) comes out at 0.0 kcal per mole. The frontier orbital gap is 1.676 eV.

Last column: natural (NBO) charge in e.
Cartesian coordinates (Å):
C: -1.5436 -0.5456 1.2590  -0.605
C: -2.7231 -0.5439 2.2120  -0.402
C: -2.9619 -1.9547 2.8779  -0.223
N: -1.8772 -2.8605 2.5934  -0.494
N: -2.2780 -4.1003 2.0230  -0.923
B: -1.5243 -4.3820 0.8557  1.106
N: -0.1872 -4.9587 0.8286  -1.138
O: -2.0930 -4.0871 -0.4274  -0.949
H: -1.6722 -1.3269 0.5217  0.205
H: -1.4074 0.4037 0.7470  0.191
H: -0.6385 -0.7338 1.8204  0.205
H: -3.6067 -0.2698 1.6380  0.178
H: -2.5940 0.2104 2.9828  0.176
H: -3.0524 -1.7479 3.9470  0.147
H: -3.9123 -2.3218 2.5188  0.200
H: -1.3293 -3.0026 3.4358  0.317
H: 0.4952 -4.4320 0.3060  0.358
H: 0.1502 -5.2004 1.7436  0.371
H: -1.4998 -3.4469 -0.8252  0.461
C: 2.0738 -5.1443 -3.7689  -0.274
O: 2.2490 -3.8766 -4.4373  -0.736
P: 1.7726 -2.5006 -3.6332  2.511
O: 1.7189 -1.5150 -4.7285  -1.102
O: 3.1379 -2.4222 -2.7503  -0.836
C: 4.3850 -2.3138 -3.4237  -0.252
O: 0.8855 -1.9188 -2.4214  -0.802
C: 1.0373 -0.5273 -2.1246  -0.237
H: 2.5482 -5.9100 -4.3780  0.192
H: 2.5435 -5.1328 -2.7819  0.189
H: 1.0152 -5.3799 -3.6642  0.194
H: 4.2701 -1.8699 -4.4131  0.199
H: 4.8488 -3.2979 -3.5155  0.170
H: 5.0325 -1.6806 -2.8190  0.184
H: 0.5715 0.0854 -2.8928  0.197
H: 2.0846 -0.2527 -2.0090  0.187
H: 0.5199 -0.3581 -1.1820  0.214
C: -2.8851 5.3167 2.4219  -0.275
O: -1.6874 4.5412 2.3033  -0.699
P: -0.7565 4.7091 0.8759  2.311
O: 0.0091 3.4467 1.1177  -1.054
O: -0.0303 6.0593 1.4833  -0.826
C: 0.5011 6.0211 2.7989  -0.250
O: -0.1202 5.0915 -0.6231  -0.799
C: 1.2759 4.9053 -0.7791  -0.230
H: -3.2749 5.1804 3.4292  0.194
H: -2.6816 6.3811 2.2607  0.170
H: -3.6344 4.9780 1.7043  0.178
H: 0.7541 5.0043 3.1005  0.204
H: -0.2136 6.4449 3.5081  0.168
H: 1.4029 6.6346 2.8081  0.178
H: 1.5196 3.8454 -0.8233  0.197
H: 1.8320 5.3861 0.0268  0.176
H: 1.5506 5.3700 -1.7276  0.178